Record 1
{
  "formula": "CH5ClN2",
  "method": "ωB97M-V/def2-TZVPD",
  "symbols": ["C", "N", "N", "Cl", "H", "H", "H", "H", "H"],
  "xyz": [[0.36, -0.11, 1.11], [1.15, 0.09, 0.04], [-0.60, 0.26, -1.88], [-1.75, -0.08, -0.76], [-0.72, 0.06, 0.73], [0.20, -1.24, 1.18], [0.46, 0.49, 2.10], [1.39, 1.11, 0.01], [-0.51, -0.59, -2.54]],
  "nbo_charge": [-0.50, -0.45, -0.57, 0.24, 0.22, 0.19, 0.21, 0.31, 0.34],
  "total_energy_ev": -16615.105,
  "largest_force_ha_per_bohr": 0.070,
  "molar_mass_g_mol": 80.52,
  "e_lumo_ha": [-0.0039, -0.0273],
  "gap_ev": [9.4204, 8.1075],
  "homo_energy_ev": [-9.5, -8.9],
  "relative_energy_kj_mol": 519.1
}


Record 2
{
  "formula": "CH5ClN2O",
  "method": "ωB97M-V/def2-TZVPD",
  "symbols": ["C", "N", "N", "O", "Cl", "H", "H", "H", "H", "H"],
  "xyz": [[-1.02, -1.06, 0.60], [0.58, 0.39, 0.14], [2.39, -2.30, 0.60], [0.02, -0.33, 1.19], [2.35, -0.73, 0.14], [-2.05, -0.81, 0.94], [-0.95, -2.13, 0.77], [-1.05, -0.96, -0.48], [0.88, 1.39, 0.44], [2.85, -2.22, 1.52]],
  "nbo_charge": [-0.28, -0.32, -0.67, -0.39, 0.43, 0.18, 0.19, 0.21, 0.34, 0.32],
  "total_energy_ev": -18661.225,
  "largest_force_ha_per_bohr": 0.054,
  "molar_mass_g_mol": 96.52,
  "e_lumo_ha": [-0.0094, -0.0218],
  "gap_ev": [8.9854, 8.3228],
  "homo_energy_ev": [-9.2, -8.9],
  "relative_energy_kj_mol": 532.6
}


Record 3
{
  "formula": "CH5ClNO2P",
  "method": "ωB97M-V/def2-TZVPD",
  "symbols": ["C", "N", "O", "O", "P", "Cl", "H", "H", "H", "H", "H"],
  "xyz": [[-0.62, -1.55, -0.63], [-0.10, 1.75, 1.20], [-0.35, 1.39, -1.50], [-0.87, -0.43, 0.20], [-0.09, 0.83, -0.19], [2.83, -0.03, -0.06], [-1.62, -1.97, -1.03], [-0.10, -2.35, 0.10], [0.15, -1.24, -1.35], [0.29, 1.05, 1.87], [0.46, 2.55, 1.40]],
  "nbo_charge": [-0.28, -1.13, -0.98, -0.80, 2.34, -0.67, 0.22, 0.22, 0.22, 0.42, 0.44],
  "total_energy_ev": -28514.253,
  "largest_force_ha_per_bohr": 0.073,
  "molar_mass_g_mol": 129.48,
  "e_lumo_ha": -0.0605,
  "gap_ev": 8.0425,
  "homo_energy_ev": -9.7,
  "relative_energy_kj_mol": 146.3
}


Record 4
{
  "formula": "CH5ClO",
  "method": "ωB97M-V/def2-TZVPD",
  "symbols": ["Cl", "C", "H", "H", "H", "O", "H", "H"],
  "xyz": [[-0.43, 0.51, 0.91], [-2.02, 0.40, 1.65], [-2.68, 1.20, 1.31], [-1.98, 0.42, 2.75], [-2.44, -0.57, 1.33], [3.57, -0.69, -2.57], [3.08, -1.02, -3.35], [2.89, -0.24, -2.02]],
  "nbo_charge": [-0.06, -0.59, 0.22, 0.22, 0.22, -0.94, 0.47, 0.47],
  "total_energy_ev": -15687.838,
  "largest_force_ha_per_bohr": 0.027,
  "molar_mass_g_mol": 68.50,
  "e_lumo_ha": 0.0276,
  "gap_ev": 11.6639,
  "homo_energy_ev": -10.9,
  "smiles": "CCl.O",
  "relative_energy_kj_mol": 1.2
}


Record 5
{
  "formula": "CH5ClO2SSi",
  "method": "ωB97M-V/def2-TZVPD",
  "symbols": ["C", "O", "O", "Si", "S", "Cl", "H", "H", "H", "H", "H"],
  "xyz": [[-0.94, -1.06, -0.76], [1.83, -0.39, 1.75], [-0.79, 1.23, 0.46], [1.52, 1.06, 1.45], [-1.02, 0.77, -0.90], [-3.08, 0.90, -1.25], [-1.82, -1.43, -0.24], [-0.88, -1.48, -1.76], [-0.05, -1.29, -0.18], [1.03, 2.04, 2.40], [1.93, 1.67, 0.19]],
  "nbo_charge": [-0.83, -1.19, -0.95, 1.63, 1.30, -0.24, 0.25, 0.24, 0.27, -0.23, -0.26],
  "total_energy_ev": -36447.463,
  "largest_force_ha_per_bohr": 0.032,
  "molar_mass_g_mol": 144.66,
  "e_lumo_ha": -0.0214,
  "gap_ev": 9.5122,
  "homo_energy_ev": -10.1,
  "relative_energy_kj_mol": 178.5
}


Record 6
{
  "formula": "CH5ClOSi",
  "method": "ωB97M-V/def2-TZVPD",
  "symbols": ["C", "O", "Si", "Cl", "H", "H", "H", "H", "H"],
  "xyz": [[-1.90, -0.55, -0.88], [-0.16, -0.47, -0.31], [0.73, 0.85, -0.29], [-2.80, 0.37, 0.26], [-1.92, -1.64, -0.88], [-1.97, -0.01, -1.82], [1.01, 1.00, 1.04], [-0.17, 1.91, -0.56], [1.98, 0.56, -1.18]],
  "nbo_charge": [-0.07, -1.01, 1.26, 0.04, 0.23, 0.21, -0.23, -0.23, -0.20],
  "total_energy_ev": -23563.799,
  "largest_force_ha_per_bohr": 0.116,
  "molar_mass_g_mol": 96.59,
  "e_lumo_ha": 0.0194,
  "gap_ev": 10.7879,
  "homo_energy_ev": -10.3,
  "relative_energy_kj_mol": 410.1
}